# 1
Entry from OMol25: a molecular structure, C3H6Cl2FNO2SZn at a distorted geometry (the ωB97M-V functional and the def2-TZVPD basis).

Output
- Gap between HOMO and LUMO: 3.21 eV
- Charge: +2
- Spin multiplicity: 1
- LUMO level: -0.5161 Eh

Each line ends with the natural charge from an NBO analysis.
Cartesian coordinates (Å):
O  2.154  -0.501  1.576  -1.129
S  2.460  -0.100  0.133  2.399
O  3.681  -0.739  -0.356  -0.711
F  2.720  1.501  0.166  -0.361
N  1.085  -0.472  -0.882  -0.539
Cl  0.479  -1.997  -0.343  0.223
C  0.076  0.647  -0.786  -0.308
C  -1.435  0.209  -0.936  -0.462
C  -2.173  -0.037  0.460  -0.382
Cl  -2.296  1.479  1.458  -0.018
H  0.295  1.342  -1.658  0.288
H  0.217  1.292  0.138  0.239
H  -1.602  -0.641  -1.664  0.263
H  -1.973  1.096  -1.397  0.285
H  -3.221  -0.389  0.243  0.266
H  -1.678  -0.874  1.043  0.163
Zn  1.209  -1.814  2.805  1.784

Forces on atoms 1 to 3 (eV/Å):
-0.403 0.459 0.058
4.264 -1.667 -0.320
-3.693 1.918 1.103

***

# 2
Entry from OMol25: 2 unconnected molecules or ions with the total composition Cl2H2OSi at a distorted geometry (the ωB97M-V functional and the def2-TZVPD basis).

Output
- Gap between HOMO and LUMO: 10.89 eV
- Charge: 0
- Spin multiplicity: 1
- LUMO level: -0.0122 Eh

Each line ends with the natural charge from an NBO analysis.
Cartesian coordinates (Å):
O  0.802  1.331  0.022  -1.121
Si  1.676  0.209  -0.537  1.723
Cl  3.370  -0.499  0.380  -0.394
H  1.727  -0.500  -1.785  -0.208
Cl  -3.228  0.115  0.967  -0.281
H  -4.347  -0.656  0.954  0.281

Forces on atoms 1 to 3 (eV/Å):
0.455 -0.978 -0.569
0.435 0.971 1.233
-0.459 0.178 -0.045

***

# 3
Entry from OMol25: a molecular structure, C5H9NO at a distorted geometry (the ωB97M-V functional and the def2-TZVPD basis).

Output
- Gap between HOMO and LUMO: 5.51 eV
- Charge: 0
- Spin multiplicity: 1
- LUMO level: -0.0655 Eh

Each line ends with the natural charge from an NBO analysis.
Cartesian coordinates (Å):
C  1.495  -1.947  0.823  -0.643
C  0.592  -1.196  -0.142  0.142
C  -0.540  -0.475  0.493  0.104
N  -1.012  0.830  0.435  -0.638
C  -0.562  0.853  -0.990  -0.191
C  -0.184  -0.726  -1.224  -0.168
H  0.934  -1.991  1.742  0.248
H  2.443  -1.421  0.959  0.275
H  1.718  -2.986  0.444  0.231
H  -1.327  -1.130  0.806  0.208
H  -1.221  1.280  -1.746  0.240
H  0.378  1.393  -1.051  0.240
H  -0.979  -1.259  -1.743  0.242
H  -0.974  3.819  0.117  0.432
H  -0.525  1.731  0.767  0.483
O  -0.237  3.224  0.311  -1.205

Forces on atoms 1 to 3 (eV/Å):
-0.544 -2.092 -2.641
-1.527 2.261 0.682
-0.150 0.643 0.240

***

# 4
Entry from OMol25: 2 unconnected molecules or ions with the total composition C9H14O at a distorted geometry (the ωB97M-V functional and the def2-TZVPD basis).

Output
- Gap between HOMO and LUMO: 9.49 eV
- Charge: 0
- Spin multiplicity: 1
- LUMO level: 0.0326 Eh

Each line ends with the natural charge from an NBO analysis.
Cartesian coordinates (Å):
C  -2.110  0.574  0.492  -0.637
C  -1.098  0.224  -0.571  -0.049
C  -0.968  -1.148  -0.906  -0.185
C  -0.151  -1.532  -1.993  -0.255
C  0.803  -0.622  -2.420  0.281
O  1.617  -0.952  -3.544  -0.682
C  0.773  0.698  -2.034  -0.279
C  -0.198  1.117  -1.119  -0.190
H  -1.537  1.113  1.240  0.216
H  -2.338  -0.296  1.163  0.220
H  -2.970  1.148  0.160  0.226
H  -1.552  -1.988  -0.598  0.214
H  -0.130  -2.578  -2.249  0.224
H  2.374  -0.350  -3.426  0.469
H  1.421  1.444  -2.464  0.214
H  -0.382  2.200  -1.035  0.214
C  1.302  0.546  2.028  -0.622
C  0.285  -0.226  2.812  -0.613
H  2.314  0.374  2.389  0.210
H  1.517  -0.021  1.015  0.209
H  1.041  1.608  1.902  0.211
H  -0.690  -0.161  2.348  0.198
H  0.203  0.116  3.871  0.199
H  0.472  -1.291  2.939  0.207

Forces on atoms 1 to 3 (eV/Å):
1.008 -0.370 1.236
-0.462 -2.238 0.746
0.765 0.752 -2.484

***

# 5
Entry from OMol25: a molecular structure, C3H2FO2Sr at a distorted geometry (the ωB97M-V functional and the def2-TZVPD basis).

Output
- Gap between HOMO and LUMO (alpha / beta): 5.69 / 6.66 eV
- ⟨S²⟩: 0.753
- Charge: 0
- Spin multiplicity: 2
- LUMO level (alpha / beta): -0.0427 / -0.0427 Eh

Each line ends with the natural charge from an NBO analysis.
Cartesian coordinates (Å):
H  2.423  1.520  2.465  -0.778
C  0.270  -0.960  -0.867  0.080
C  -0.511  0.110  -1.083  0.456
O  -1.186  0.278  -2.289  -0.548
C  -1.011  1.218  -3.111  0.228
O  0.954  -1.181  0.217  -1.003
H  0.327  -1.684  -1.690  0.157
F  -0.771  1.055  -0.184  -0.322
Sr  2.119  -0.339  2.022  1.729

Forces on atoms 1 to 3 (eV/Å):
0.300 1.593 0.408
-0.620 0.539 -0.757
1.040 -0.987 0.367

***

# 6
Entry from OMol25: a single C7H12O2 molecule at a distorted geometry (the ωB97M-V functional and the def2-TZVPD basis).

Output
- Gap between HOMO and LUMO: 10.45 eV
- Charge: 0
- Spin multiplicity: 1
- LUMO level: 0.0330 Eh

Each line ends with the natural charge from an NBO analysis.
Cartesian coordinates (Å):
C  1.416  -0.426  -1.480  -0.588
C  0.299  -0.013  -0.551  -0.018
C  -1.020  0.274  -1.254  -0.628
C  0.264  -0.692  0.857  -0.263
C  -1.093  -0.659  1.474  0.351
O  -0.999  -1.319  2.708  -0.721
O  -1.466  0.653  1.730  -0.544
C  -0.368  1.569  1.481  -0.078
C  0.635  0.740  0.708  -0.265
H  2.209  -0.900  -1.094  0.209
H  1.784  0.512  -1.968  0.202
H  0.974  -1.030  -2.312  0.211
H  -1.518  -0.569  -1.566  0.213
H  -0.835  1.112  -1.961  0.217
H  -1.717  0.669  -0.531  0.226
H  0.846  -1.579  1.265  0.250
H  -1.793  -1.159  0.751  0.143
H  -1.825  -1.587  2.987  0.470
H  0.094  1.740  2.437  0.188
H  -0.979  2.353  1.040  0.205
H  1.581  1.117  0.871  0.220

Forces on atoms 1 to 3 (eV/Å):
-3.129 2.695 -2.865
-0.196 -1.095 1.320
1.457 2.753 1.519

***

# 7
Entry from OMol25: a single C26H27F3N4O2 molecule at a distorted geometry (the ωB97M-V functional and the def2-TZVPD basis).

Output
- Gap between HOMO and LUMO: 7.83 eV
- Charge: 0
- Spin multiplicity: 1
- LUMO level: 0.0098 Eh

Each line ends with the natural charge from an NBO analysis.
Cartesian coordinates (Å):
C  1.601  -2.985  2.897  -0.417
N  1.020  -2.272  1.794  -0.452
C  -0.174  -2.657  1.255  0.683
O  -0.862  -3.590  1.656  -0.606
C  -0.459  -1.729  0.075  -0.095
C  -1.877  -1.142  0.028  -0.413
C  -2.911  -2.199  -0.082  -0.089
C  -3.149  -3.054  -1.152  -0.020
N  -4.138  -3.977  -0.783  -0.556
C  -4.556  -3.688  0.524  0.219
C  -5.433  -4.390  1.353  -0.264
C  -5.566  -3.919  2.677  -0.214
C  -4.838  -2.806  3.131  -0.239
C  -3.952  -2.125  2.290  -0.180
C  -3.811  -2.567  0.982  -0.105
N  0.566  -0.710  0.244  -0.448
C  0.627  0.344  -0.628  0.060
C  1.641  1.309  -0.712  -0.361
C  1.808  2.290  -1.905  -0.097
N  0.467  2.779  -1.934  -0.686
C  -0.155  3.326  -3.081  0.629
O  0.266  4.143  -3.862  -0.503
C  -1.674  2.873  -3.352  0.903
F  -1.889  1.618  -2.787  -0.326
F  -2.450  3.816  -2.737  -0.316
F  -1.971  2.875  -4.704  -0.307
C  2.892  3.310  -1.633  -0.039
C  2.832  4.399  -2.504  -0.235
C  3.828  5.383  -2.497  -0.204
C  4.819  5.344  -1.536  -0.215
C  4.794  4.374  -0.528  -0.220
C  3.801  3.377  -0.519  -0.201
C  1.567  -1.036  1.270  0.345
C  1.634  0.027  2.384  -0.630
C  2.969  -1.269  0.682  -0.651
H  1.038  -3.900  3.075  0.252
H  2.635  -3.252  2.673  0.199
H  1.584  -2.384  3.811  0.196
H  -0.304  -2.314  -0.853  0.203
H  -2.054  -0.562  0.951  0.218
H  -1.966  -0.458  -0.832  0.224
H  -2.660  -3.084  -2.108  0.209
H  -4.485  -4.718  -1.366  0.411
H  -5.972  -5.251  0.981  0.212
H  -6.240  -4.431  3.363  0.212
H  -4.965  -2.473  4.162  0.211
H  -3.365  -1.267  2.636  0.206
H  -0.268  0.568  -1.207  0.223
H  2.211  1.364  0.322  0.197
H  1.996  2.113  -3.001  0.229
H  0.254  3.731  -1.378  0.408
H  1.932  4.613  -3.113  0.249
H  3.754  6.159  -3.255  0.215
H  5.568  6.106  -1.528  0.212
H  5.528  4.377  0.280  0.215
H  3.627  2.773  0.437  0.218
H  0.688  0.040  2.947  0.223
H  2.457  -0.256  3.054  0.214
H  1.822  1.028  1.986  0.220
H  2.980  -2.214  0.120  0.221
H  3.263  -0.451  0.018  0.246
H  3.676  -1.329  1.520  0.210

Forces on atoms 1 to 3 (eV/Å):
0.352 0.039 0.313
-0.743 -0.325 -0.202
-0.477 -0.609 0.445

***

# 8
Entry from OMol25: a single C4H5NO2 molecule (the ωB97M-V functional and the def2-TZVPD basis).

Output
- Gap between HOMO and LUMO: 10.39 eV
- Charge: 0
- Spin multiplicity: 1
- LUMO level: 0.0341 Eh

Each line ends with the natural charge from an NBO analysis.
Cartesian coordinates (Å):
C  1.000  -0.653  1.234  -0.458
C  -0.001  0.224  1.178  -0.046
N  0.103  1.405  0.423  -0.447
C  0.148  1.360  -0.830  0.414
O  0.001  0.220  -1.591  -0.541
C  -0.907  -0.720  -1.157  0.655
O  -2.015  -0.464  -0.794  -0.535
H  1.866  -0.532  0.588  0.200
H  1.013  -1.459  1.956  0.212
H  -0.924  0.104  1.741  0.218
H  0.407  2.231  -1.426  0.186
H  -0.472  -1.724  -1.221  0.140

Forces on atoms 1 to 3 (eV/Å):
-0.002 0.080 0.099
0.156 -0.083 0.199
0.021 -0.063 -0.432